The following is a DFT calculation (ωB97M-V/def2-TZVPD) of a molecular structure, C41H49BaBrN4O3P2.

Results
* lowest unoccupied orbital energy: 0.0024 Ha
* E_tot: -144730.5014 eV
* maximum force: 0.6 eV Å⁻¹
* E_HOMO: -6.60 eV
* gap between HOMO and LUMO: 6.7 eV
* relative energy (zero: lowest compared OMol25 entry of this formula, charge and spin): 0.000 eV

Structure (ORCA input):
```
! wB97M-V def2-TZVPD RIJCOSX def2/J DEFGRID3
* xyz 0 1
Ba 1.11306 0.47975 -1.43671
C 1.38942 -1.13544 4.09769
C 2.28629 -1.72940 3.01162
C 1.68588 -3.03083 2.49439
P 2.50153 -0.48997 1.64487
C 3.66425 0.78514 2.36381
C 2.86173 1.99049 2.86087
C 4.64098 0.31222 3.44094
C 3.52411 -1.35270 0.38913
C 4.92026 -1.30021 0.35126
C 5.66026 -1.94148 -0.62746
C 7.16327 -1.88608 -0.63733
C 4.96305 -2.64744 -1.61109
C 3.58593 -2.70660 -1.60674
C 2.82546 -2.08232 -0.60059
N 1.42998 -2.02632 -0.64082
C 0.70597 -3.18342 -0.71670
C 1.25788 -4.48292 -0.62426
C 0.46975 -5.61122 -0.65907
C -0.91869 -5.53920 -0.78094
C -1.77331 -6.77773 -0.78699
C -1.47337 -4.27408 -0.86553
C -0.70980 -3.10687 -0.84279
P -1.36821 -1.44399 -1.10627
C -3.00972 -1.52009 -1.97543
C -4.23199 -2.24446 -1.40565
C -2.73928 -1.99655 -3.40664
C -1.65413 -0.59692 0.59452
C -2.89809 0.27664 0.59883
C -2.60768 -2.36466 1.90616
H 1.28450 -1.84716 4.91949
H 0.39165 -0.93848 3.69736
H 1.77972 -0.20691 4.51357
H 3.27833 -1.94058 3.42349
H 0.70739 -2.86095 2.04207
H 1.56144 -3.72837 3.32659
H 2.32337 -3.50634 1.75232
H 4.24688 1.11629 1.49534
H 2.23773 1.72847 3.71668
H 2.19924 2.38224 2.08741
H 3.53321 2.79271 3.17634
H 4.11700 0.06449 4.36539
H 5.35044 1.10937 3.67447
H 5.21104 -0.56700 3.14106
H 5.45739 -0.74138 1.10897
H 7.53582 -1.21838 0.13906
H 7.54006 -1.52987 -1.59749
H 7.59479 -2.87393 -0.46436
H 5.51555 -3.14330 -2.40183
H 3.06115 -3.24411 -2.38805
H 2.32766 -4.59571 -0.51361
H 0.94380 -6.58442 -0.58181
H -1.25671 -7.60949 -1.26749
H -2.70738 -6.60989 -1.32480
H -2.03012 -7.09476 0.22729
H -2.54762 -4.19569 -0.95915
H -3.25890 -0.45474 -2.03441
H -4.19307 -3.31451 -1.60545
H -5.12961 -1.86624 -1.90032
H -4.36513 -2.10462 -0.33436
H -2.39666 -3.03370 -3.41087
H -1.98005 -1.38370 -3.89407
H -3.65425 -1.94281 -4.00021
H 0.15800 -0.13619 1.23241
H -3.81755 -0.28532 0.45259
H -2.82488 1.02695 -0.19021
H -2.93932 0.79017 1.56074
H -2.76048 -2.97964 1.01893
H -3.54125 -1.86052 2.17377
H -2.30398 -3.00856 2.72883
Br -6.68600 2.56311 0.32518
C -5.53275 3.99800 -0.13025
C -5.94677 4.94439 -1.05140
C -5.09267 5.98614 -1.38344
C -3.82588 6.04706 -0.82625
C -3.43568 5.11351 0.12791
C -4.28980 4.08494 0.47913
N -2.97282 7.16831 -1.12470
N -1.83808 6.99559 -1.59529
C -1.40315 5.68480 -1.97209
C -2.09014 4.91716 -2.87945
C -1.63893 3.65317 -3.26062
C -0.48860 3.08587 -2.71112
O -0.08594 1.89581 -2.99107
C 0.25302 3.90679 -1.77208
N 1.36718 3.36015 -1.20735
C 2.07512 4.08600 -0.37502
C 1.74303 5.40581 -0.01710
C 0.60971 5.95907 -0.53852
C -0.18301 5.21074 -1.43948
H -6.92735 4.87642 -1.50126
H -5.40307 6.74397 -2.09110
H -2.45851 5.18855 0.58819
H -3.98925 3.35445 1.21696
H -3.00013 5.30859 -3.31591
H -2.18985 3.07181 -3.98813
H 2.95978 3.61983 0.04889
H 2.37676 5.95456 0.66573
H 0.30599 6.96592 -0.28122
O -0.57007 0.31239 0.75531
O -1.55609 -1.43965 1.71677
*
```

Mulliken atomic charge list, values in e, 99 entries:
1 Ba 2.301
2 C -1.427
3 C 0.550
4 C -1.597
5 P 1.557
6 C 0.253
7 C -1.489
8 C -1.814
9 C 0.970
10 C -0.173
11 C 0.482
12 C -1.736
13 C -0.867
14 C -0.403
15 C -1.428
16 N 0.424
17 C -1.127
18 C -0.456
19 C -1.251
20 C 0.263
21 C -1.723
22 C 0.164
23 C 1.164
24 P -1.084
25 C 0.726
26 C -1.693
27 C -1.512
28 C 2.269
29 C -1.927
30 C -0.780
31 H 0.489
32 H 0.072
33 H 0.319
34 H 0.699
35 H 0.052
36 H 0.589
37 H 0.320
38 H 0.493
39 H 0.295
40 H 0.214
41 H 0.480
42 H 0.348
43 H 0.452
44 H 0.347
45 H 0.114
46 H 0.331
47 H 0.366
48 H 0.343
49 H 0.397
50 H 0.632
51 H 0.352
52 H 0.377
53 H 0.399
54 H 0.368
55 H 0.309
56 H -0.104
57 H 0.428
58 H 0.364
59 H 0.456
60 H 0.308
61 H 0.291
62 H 0.357
63 H 0.470
64 H -0.229
65 H 0.159
66 H 0.407
67 H 0.547
68 H 0.241
69 H 0.339
70 H 0.261
71 Br -0.196
72 C 0.043
73 C -0.412
74 C -0.360
75 C -0.029
76 C -0.098
77 C -0.375
78 N -0.614
79 N -0.359
80 C 0.187
81 C -0.175
82 C -0.781
83 C 0.672
84 O -1.073
85 C -0.099
86 N -0.444
87 C -0.591
88 C -0.845
89 C -0.573
90 C 0.754
91 H 0.418
92 H 0.455
93 H 0.454
94 H 0.475
95 H 0.485
96 H 0.463
97 H 0.653
98 H 0.414
99 H 0.498

***

The following is a DFT calculation (ωB97M-V/def2-TZVPD) of a molecular structure, C41H49Cl2FN4O3SSiTm.

Results
* lowest unoccupied orbital energy (spin up / spin down): -0.0978 / -0.0974 Ha
* E_tot: -131421.5520 eV
* maximum force: 4.6 eV Å⁻¹
* E_HOMO (spin up / spin down): -9.15 / -9.15 eV
* gap between HOMO and LUMO (spin up / spin down): 6.5 / 6.5 eV
* relative energy (zero: lowest compared OMol25 entry of this formula, charge and spin): 1.142 eV

Structure (ORCA input):
```
! wB97M-V def2-TZVPD RIJCOSX def2/J DEFGRID3
* xyz 1 3
Tm -0.47554 0.74305 -0.92703
C 5.20543 -0.24029 -5.94931
C 3.90806 -0.82565 -6.54770
C 4.05340 -2.25329 -6.97818
C 2.73844 -2.82228 -7.53885
C 1.56350 -2.58625 -6.65629
C 0.40257 -3.35671 -6.71838
C -0.72929 -2.99540 -5.96574
F -1.94993 -3.44295 -6.27483
C -0.62545 -2.03544 -4.94971
C 0.53465 -1.26598 -4.83354
C 0.79835 -0.38820 -3.73195
O -0.17721 -0.32787 -2.80029
C 2.01623 0.28409 -3.57609
C 2.96922 0.10960 -4.56223
N 2.79896 -0.71207 -5.62212
C 1.65964 -1.52882 -5.69296
C 2.38062 1.15341 -2.39565
O 1.45268 1.43990 -1.50187
O 3.50835 1.66334 -2.42565
H 6.04962 -0.51925 -6.58483
H 5.32650 -0.63178 -4.93338
H 5.20024 0.83491 -5.93471
H 3.57822 -0.22670 -7.40643
H 4.30330 -2.92427 -6.12406
H 4.81831 -2.31281 -7.78500
H 2.99113 -3.90375 -7.69698
H 2.55495 -2.48865 -8.56386
H 0.28927 -4.21098 -7.42748
H -1.51069 -1.78998 -4.32610
H 3.95111 0.58634 -4.46113
C -0.92086 -5.50109 2.73908
Si -0.95127 -5.13220 0.90377
C -2.73393 -4.82429 0.45261
C -0.16419 -6.69856 0.09462
C 0.03718 -3.61045 0.52656
C 1.39501 -3.68868 0.83042
C 2.22582 -2.58291 0.90125
C 1.74980 -1.33678 0.58735
N 0.48173 -1.18566 0.10724
C -0.35608 -2.31887 0.06471
S -1.89261 -1.94809 -0.64787
H -1.53535 -6.36327 2.98669
H -1.26809 -4.69903 3.40114
H 0.11633 -5.72583 3.03598
H -3.37465 -5.73159 0.41148
H -2.88337 -4.40962 -0.53225
H -3.23390 -4.14418 1.16334
H -0.84127 -7.55612 -0.10230
H 0.69227 -7.06477 0.60702
H 0.16272 -6.39391 -0.93387
H 1.80203 -4.67431 1.03165
H 3.28920 -2.69872 1.16454
H 2.41255 -0.48363 0.64304
C 1.94641 4.55969 5.25888
C 1.78923 5.09943 3.84775
C 3.05154 5.75515 3.33429
C 0.72454 6.26279 3.85616
C 1.34254 3.98813 2.88197
C 2.19071 3.43378 1.89851
C 1.64809 2.54746 0.97723
N 0.34478 2.14188 0.97618
C -0.43601 2.61312 1.97303
C -0.00957 3.53553 2.90189
C -1.78265 1.94451 2.01199
C -2.49472 1.92042 3.24853
C -3.64154 1.12184 3.37782
C -4.17422 0.66842 2.15424
C -3.47723 0.79792 0.95657
N -2.20091 1.26672 0.91499
C -4.17576 0.78982 4.74086
C -2.96734 0.42935 5.65431
C -5.11253 -0.42181 4.73873
C -4.89885 2.02760 5.37164
H 2.55836 5.25147 5.89334
H 2.38032 3.50609 5.19970
H 0.96883 4.53968 5.78361
H 3.22717 6.78152 3.62087
H 3.05376 5.87214 2.23321
H 3.91198 5.10596 3.59375
H 1.06217 7.07797 4.49923
H -0.27907 5.94679 4.22353
H 0.67497 6.73547 2.84378
H 3.20290 3.81764 1.74761
H 2.30244 2.20580 0.17511
H -0.78030 3.90347 3.62435
H -2.12444 2.44456 4.16445
H -5.08572 0.09185 2.19624
H -3.85623 0.36347 0.03661
H -2.29565 -0.31576 5.14329
H -3.29120 -0.04801 6.62059
H -2.33624 1.29151 5.93973
H -4.68445 -1.39474 4.34839
H -6.10457 -0.21454 4.26400
H -5.42063 -0.58227 5.78965
H -4.24116 2.88790 5.52014
H -5.38808 1.75719 6.36255
H -5.72174 2.32114 4.67563
Cl -2.95773 1.55490 -2.88214
C -2.81049 3.32034 -2.44808
Cl -1.15723 3.44045 -1.75437
H -3.43824 3.74367 -1.65475
H -2.82989 3.85983 -3.37950
*
```

Mulliken atomic charge list, values in e, 99 entries:
1 Tm -0.201
2 C -2.029
3 C 0.685
4 C -0.798
5 C -0.977
6 C 1.017
7 C -0.812
8 C 0.075
9 F -0.292
10 C -0.632
11 C -0.059
12 C 1.663
13 O -0.302
14 C -0.582
15 C -0.550
16 N 0.186
17 C -0.210
18 C 0.159
19 O -0.196
20 O -0.763
21 H 0.400
22 H 0.512
23 H 0.480
24 H 0.200
25 H 0.295
26 H 0.319
27 H 0.380
28 H 0.355
29 H 0.402
30 H 0.504
31 H 0.994
32 C -1.100
33 Si 0.238
34 C -1.115
35 C -1.119
36 C 0.040
37 C -0.163
38 C -1.474
39 C -0.027
40 N -0.032
41 C 0.924
42 S -0.535
43 H 0.354
44 H 0.330
45 H 0.313
46 H 0.338
47 H 0.382
48 H 0.278
49 H 0.358
50 H 0.369
51 H 0.321
52 H 0.398
53 H 0.326
54 H 0.560
55 C -1.476
56 C 2.266
57 C -2.110
58 C -1.610
59 C 0.266
60 C -1.068
61 C -0.420
62 N 0.239
63 C -0.244
64 C -0.439
65 C 0.237
66 C 0.024
67 C 0.159
68 C -1.003
69 C -0.677
70 N 0.343
71 C 2.054
72 C -1.478
73 C -1.971
74 C -1.483
75 H 0.397
76 H 0.320
77 H 0.336
78 H 0.392
79 H 0.485
80 H 0.390
81 H 0.472
82 H 0.304
83 H 0.376
84 H 0.512
85 H 0.388
86 H 0.178
87 H 0.102
88 H 0.402
89 H 0.529
90 H 0.323
91 H 0.378
92 H 0.346
93 H 0.314
94 H 0.408
95 H 0.497
96 H 0.323
97 H 0.384
98 H 0.378
99 Cl -0.049